(1)
The following is a DFT calculation (the ωB97M-V functional and the def2-TZVPD basis) of a 2-piece molecular cluster, C36H40N3O overall at a distorted geometry.

```
80
Properties=species:S:1:pos:R:3:mulliken_charge:R:1
C -0.62 -2.70 0.64 -1.100
N -0.60 -3.22 -0.72 0.539
C 0.30 -2.93 -1.71 -0.262
H -0.42 1.19 1.02 -0.343
C 1.73 -2.67 -1.41 0.468
C 2.57 -1.75 -2.09 0.012
C 3.95 -1.88 -2.04 -0.916
C 4.56 -2.78 -1.13 0.951
O 5.91 -2.98 -1.25 -0.412
C 6.53 -4.15 -0.61 -0.774
C 3.75 -3.50 -0.22 -0.929
C 2.37 -3.47 -0.41 -0.425
N -0.45 -2.89 -2.87 0.370
C -0.22 -2.04 -4.01 -1.049
C -1.61 -3.67 -2.67 0.360
C -1.71 -3.87 -1.28 0.431
C -2.33 -5.00 -0.75 -0.651
C -2.85 -5.93 -1.67 -0.568
C -2.85 -5.67 -3.06 -0.554
C -2.21 -4.53 -3.57 -0.728
H -1.66 -2.78 1.00 0.500
H 0.09 -3.27 1.26 0.312
H -0.32 -1.64 0.67 0.336
H 2.13 -0.93 -2.64 0.333
H 4.60 -1.34 -2.73 0.436
H 7.61 -4.02 -0.74 0.261
H 6.32 -4.20 0.47 0.316
H 6.23 -5.08 -1.11 0.349
H 4.21 -4.17 0.52 0.256
H 1.77 -4.14 0.21 0.435
H -1.12 -2.05 -4.63 0.409
H -0.04 -0.99 -3.73 0.302
H 0.67 -2.34 -4.55 0.401
H -2.32 -5.17 0.34 0.430
H -3.16 -6.90 -1.28 0.371
H -3.29 -6.41 -3.72 0.383
H -2.12 -4.37 -4.65 0.398
C 2.00 0.47 2.11 -1.215
C 2.26 1.83 1.44 2.621
C 3.56 2.36 2.01 -2.267
C 2.41 1.61 -0.08 -1.557
C 1.20 2.94 1.75 -1.347
N 1.47 4.08 2.47 0.032
C 0.37 4.96 2.46 -0.574
C -0.65 4.30 1.72 1.348
C -1.95 4.80 1.75 -0.308
C -2.24 5.93 2.52 -0.819
C -1.25 6.56 3.27 -0.489
C 0.08 6.12 3.19 -0.870
C -0.08 3.08 1.20 0.783
C -0.73 2.00 0.41 0.202
C -2.22 1.82 0.36 -0.098
C -2.95 1.86 1.55 -0.473
C -4.33 2.09 1.47 -0.513
C -4.94 2.24 0.19 0.976
C -6.31 2.85 0.06 -1.366
C -4.21 1.83 -0.96 -0.855
C -2.88 1.43 -0.81 -0.547
H 1.04 0.00 1.85 0.013
H 2.79 -0.22 1.78 0.376
H 2.06 0.49 3.20 0.326
H 3.88 3.27 1.49 0.409
H 3.47 2.57 3.08 0.422
H 4.36 1.63 1.90 0.440
H 2.59 2.55 -0.60 0.376
H 3.26 0.95 -0.32 0.492
H 1.56 1.12 -0.55 0.066
H 2.29 4.27 3.04 0.230
H -2.73 4.27 1.21 0.493
H -3.26 6.32 2.51 0.394
H -1.53 7.42 3.89 0.361
H 0.84 6.71 3.70 0.358
H -0.31 1.94 -0.61 0.455
H -2.44 1.78 2.52 0.383
H -4.93 2.21 2.39 0.383
H -6.59 3.00 -0.99 0.363
H -7.08 2.22 0.53 0.306
H -6.35 3.83 0.56 0.312
H -4.65 1.83 -1.97 0.296
H -2.31 0.92 -1.59 0.435
```

Output
F_max (eV Å⁻¹): 3.0
Net charge: +1
Gap between HOMO and LUMO (Ha): 0.199
Energy (eV): -44491.1077
2S+1: 1
LUMO level (eV): -3.70
HOMO energy (hartree): -0.334
Energy above the lowest of the compared OMol25 structures with the same formula, charge and spin (kJ/mol): 163.0

(2)
The following is a DFT calculation (the ωB97M-V functional and the def2-TZVPD basis) of a 2-piece molecular cluster, C6H11BF4NO2 overall at a distorted geometry.

```
25
Properties=species:S:1:pos:R:3:mulliken_charge:R:1
C 3.01 -0.37 0.72 -0.919
C 1.57 -0.97 0.14 -0.220
O 0.42 -0.11 0.53 -0.252
C -0.75 -0.78 -0.06 0.153
C -1.79 -1.61 0.91 -0.495
C -3.01 -0.48 0.94 -0.498
N -3.14 -0.07 -0.52 -0.420
C -1.69 0.25 -0.92 0.033
O -1.29 1.21 -1.80 -0.449
H 3.42 0.35 -0.10 0.193
H 3.74 -1.24 0.99 0.307
H 2.80 0.30 1.69 0.228
H 1.68 -1.07 -1.03 0.245
H 1.40 -2.06 0.57 0.333
H -0.46 -1.59 -0.85 0.340
H -1.55 -1.72 2.05 0.283
H -2.02 -2.66 0.44 0.255
H -3.97 -0.71 1.57 0.316
H -2.45 0.46 1.39 0.274
H -3.58 -0.81 -1.14 0.276
B 1.53 2.73 -1.11 0.674
F 1.58 1.37 -1.63 -0.406
F 1.09 2.71 0.28 -0.427
F 2.86 3.32 -1.18 -0.414
F 0.61 3.52 -1.90 -0.409
```

Output
F_max (eV Å⁻¹): 9.9
Net charge: -1
Gap between HOMO and LUMO (Ha): 0.344
Energy (eV): -23535.3944
2S+1: 1
LUMO level (eV): 2.87
HOMO energy (hartree): -0.238
Energy above the lowest of the compared OMol25 structures with the same formula, charge and spin (kJ/mol): 210.9

(3)
The following is a DFT calculation (the ωB97M-V functional and the def2-TZVPD basis) of a 2-piece molecular cluster, CH2O4S overall at a distorted geometry.

```
8
Properties=species:S:1:pos:R:3:mulliken_charge:R:1
C -0.48 0.62 0.19 0.239
O -1.54 0.20 -3.66 -0.401
O -0.37 -1.41 -2.35 -0.490
O -1.39 0.64 -0.51 -0.324
O 0.58 -0.64 0.16 -0.524
S -1.63 -0.76 -2.59 0.825
H -0.22 1.37 1.01 0.304
H 0.63 -1.11 -0.66 0.371
```

Output
F_max (eV Å⁻¹): 6.7
Net charge: 0
Gap between HOMO and LUMO (Ha): 0.391
Energy (eV): -20092.9583
2S+1: 1
LUMO level (eV): -0.81
HOMO energy (hartree): -0.421
Energy above the lowest of the compared OMol25 structures with the same formula, charge and spin (kJ/mol): 123.6